No. 1
# C2H12O5

A 5-piece molecular cluster, C2H12O5 overall in a non-equilibrium geometry (the ωB97M-V functional and the def2-TZVPD basis, the Open Molecules 2025 dataset).

```
19
Properties=species:S:1:pos:R:3:mulliken_spin:R:1
C -2.7045 -0.6976 -1.4544 0.50
C -1.5379 -1.3458 -1.0101 0.19
O -0.4781 -1.3124 -1.7277 0.23
H -3.5334 -0.5784 -0.7656 0.03
H -2.5993 0.0259 -2.2547 0.04
H -1.5887 -1.9987 -0.1472 0.02
H 0.2773 -1.6049 -1.1276 -0.01
H 2.0620 -2.4280 -0.1585 0.00
H 2.5618 -1.0687 -0.6981 0.00
O 2.0328 -1.8448 -0.9277 0.00
H -3.2573 1.6492 2.6835 0.00
H -3.2073 1.4337 4.1412 0.00
O -2.6202 1.4290 3.3718 0.00
H 3.5245 2.3910 -0.7526 0.00
H 2.8947 1.7143 0.5269 0.00
O 3.6969 1.8270 0.0101 0.00
H -0.0614 0.7898 1.2166 0.00
H 0.7758 2.0225 1.0159 0.00
O 0.7410 1.0891 0.7741 0.00
```

Computed properties:
⟨S²⟩	0.76
frontier orbital gap (alpha / beta)	9.36 / 5.85	eV
total charge	+1
E_tot	-459.2460	a.u.
relative energy (zero: lowest compared OMol25 entry of this formula, charge and spin)	18.2	kcal per mole
spin multiplicity	2
highest occupied orbital energy (alpha / beta)	-0.514 / -0.514	Ha
maximum force	1.65	eV Å⁻¹

---

No. 2
# C22H35IO14

A 5-piece molecular cluster, C22H35IO14 overall in a non-equilibrium geometry (the ωB97M-V functional and the def2-TZVPD basis, the Open Molecules 2025 dataset).

```
72
Properties=species:S:1:pos:R:3:mulliken_charge:R:1
C 1.7145 -0.6136 -1.7681 -1.43
C 0.2432 -0.5689 -2.1701 0.13
C -0.5973 -0.1096 -0.9724 0.82
C -0.9923 -1.3015 -0.0874 -0.73
C -1.8465 0.6592 -1.3782 -0.53
I -2.5783 1.7598 0.3458 0.11
O -1.6898 1.4377 -2.5344 -0.22
C -1.0467 2.6389 -2.4146 0.13
O 0.0027 2.8711 -2.9941 -0.47
H 1.7885 -1.0705 -0.7865 0.25
H 2.2739 -1.2432 -2.4440 0.40
H 2.1323 0.3816 -1.6927 0.37
H 0.1131 0.0506 -3.0443 0.61
H -0.0263 -1.5765 -2.4473 -0.34
H 0.0341 0.5216 -0.3549 0.16
H -2.0020 -1.1667 0.2872 0.40
H -0.3242 -1.3865 0.7537 -0.45
H -0.9448 -2.2349 -0.6333 0.31
H -2.6352 -0.0402 -1.6076 0.01
H -1.5488 3.4231 -1.8477 0.35
C -1.8120 -4.8987 -6.6486 -1.58
C -1.3690 -4.0141 -5.5097 1.33
C -0.4256 -2.8995 -5.8988 -0.48
O 0.3308 -2.7198 -4.6931 -0.29
C 0.3243 -3.8929 -4.0147 0.65
O 0.9997 -4.1222 -3.0676 -0.54
O -0.5693 -4.7482 -4.5565 -0.37
H -0.9840 -5.5174 -6.9962 0.39
H -2.6087 -5.5687 -6.3280 0.37
H -2.1852 -4.2973 -7.4769 0.37
H -2.2312 -3.6151 -4.9790 -0.38
H -0.9441 -1.9787 -6.1535 0.32
H 0.2530 -3.1739 -6.7107 0.27
C 3.9053 1.1999 3.8010 -1.28
C 2.6339 0.7381 3.1395 0.72
C 1.5072 0.4098 4.0928 -0.40
O 0.7873 -0.6089 3.3762 -0.36
C 1.6540 -1.2151 2.5344 0.66
O 1.4164 -2.2062 1.9242 -0.56
O 2.8142 -0.5288 2.4684 -0.37
H 4.3916 0.3742 4.3228 0.38
H 4.6131 1.5713 3.0586 0.38
H 3.6912 1.9968 4.5056 0.11
H 2.3067 1.4638 2.3905 0.20
H 0.8609 1.2569 4.2981 0.28
H 1.8657 -0.0121 5.0345 0.33
C 3.7255 7.6370 6.4645 -1.43
C 3.6416 6.1567 6.7459 0.45
C 4.8367 5.3508 6.2846 -0.46
O 4.2484 4.0747 5.9895 -0.33
C 2.9472 4.2788 5.6878 0.63
O 2.2298 3.4567 5.2177 -0.52
O 2.5794 5.5404 5.9893 -0.35
H 3.6390 7.8267 5.3949 0.36
H 2.9147 8.1708 6.9579 0.35
H 4.6708 8.0424 6.8243 0.37
H 3.4381 5.9784 7.8046 0.25
H 5.6028 5.2427 7.0472 0.30
H 5.2842 5.7489 5.3713 0.31
C -4.7738 -3.5980 -0.6844 -1.69
C -4.4218 -2.5273 -1.6873 1.87
C -5.5514 -1.5841 -2.0433 -0.49
O -5.2361 -1.2207 -3.3966 -0.37
C -4.5037 -2.2202 -3.9328 0.64
O -4.2194 -2.3177 -5.0809 -0.52
O -4.1198 -3.0966 -2.9770 -0.37
H -5.4516 -4.3270 -1.1283 0.39
H -3.8816 -4.1331 -0.3623 0.40
H -5.2454 -3.1588 0.1945 0.39
H -3.5393 -1.9730 -1.3565 -0.90
H -5.5840 -0.6974 -1.4156 0.34
H -6.5268 -2.0760 -2.0316 0.33
```

Computed properties:
frontier orbital gap	9.99	eV
E_tot	-2210.4060	a.u.
spin multiplicity	1
highest occupied orbital energy	-0.356	Ha
maximum force	3.02	eV Å⁻¹
SMILES	CC[C@H](C)[C@@H](I)OC=O.C[C@@H]1COC(=O)O1.C[C@@H]1COC(=O)O1.C[C@@H]1COC(=O)O1.C[C@@H]1COC(=O)O1

---

No. 3
# C5H17N2O

A 2-piece molecular cluster, C5H17N2O overall in a non-equilibrium geometry (the ωB97M-V functional and the def2-TZVPD basis, the Open Molecules 2025 dataset).

```
25
Properties=species:S:1:pos:R:3:nbo_charge:R:1
C -1.3844 0.4902 -0.4714 -0.25
N -0.7975 0.0287 -1.7118 -0.69
C -0.3303 1.0919 -2.6480 -0.42
C -0.7450 -0.2914 0.7573 -0.05
N 0.6471 -0.6589 0.2707 -0.72
C 0.2543 0.4020 3.0244 -0.63
C -0.8939 0.6791 2.0054 -0.42
H -1.2161 1.5543 -0.2426 0.20
H -2.4401 0.5390 -0.3383 0.23
H -1.3830 -0.7138 -2.2371 0.40
H 0.5361 0.7080 -3.2280 0.21
H 0.0309 1.9890 -2.1480 0.20
H -1.0868 1.4248 -3.3985 0.21
H -1.3418 -1.3031 1.0036 0.23
H 0.5609 -1.1375 -0.6851 0.50
H 1.2338 -1.3445 0.8173 0.45
H 1.1066 0.2185 0.2052 0.42
H -0.1720 0.3706 4.0377 0.24
H 1.0792 1.1275 2.9497 0.22
H 0.7692 -0.5215 2.9146 0.19
H -1.8066 0.2725 2.6069 0.25
H -0.9279 1.6857 1.7029 0.22
H 3.1064 -1.5932 -1.3006 0.48
H 2.8042 -2.8900 -2.1768 0.51
O 2.3967 -2.1279 -1.7095 -0.98
```

Computed properties:
frontier orbital gap	9.96	eV
total charge	+1
E_tot	-385.1682	a.u.
relative energy (zero: lowest compared OMol25 entry of this formula, charge and spin)	45.5	kcal per mole
spin multiplicity	1
highest occupied orbital energy	-0.479	Ha
maximum force	4.88	eV Å⁻¹

---

No. 4
# C16H48MnNO11

C16H48MnNO11 as an isolated structure in a non-equilibrium geometry (the ωB97M-V functional and the def2-TZVPD basis, the Open Molecules 2025 dataset).

```
77
Properties=species:S:1:pos:R:3:mulliken_spin:R:1
Mn 0.8668 2.9201 -0.2255 4.89
N 0.2690 0.3363 0.1125 -0.04
O 0.2616 1.2086 0.9671 0.03
O 0.4385 0.8112 -0.9744 0.07
O 0.1045 -0.8545 0.3215 0.02
C 0.0490 1.9776 4.6814 0.00
C 1.3354 1.2206 4.4650 0.00
O 1.5871 0.2855 5.4625 0.00
H 0.2697 2.6308 5.5256 0.00
H -0.8081 1.3447 4.9112 0.00
H -0.2434 2.5819 3.8227 0.00
H 2.1175 1.9795 4.4841 0.00
H 1.3518 0.8087 3.4559 0.00
H 2.4851 -0.0104 5.2966 0.00
C 2.5917 -3.5270 -1.3327 0.00
C 1.6878 -4.7001 -1.6406 0.00
O 2.4270 -5.7434 -2.2980 0.00
H 3.1352 -3.2097 -2.2227 0.00
H 3.3343 -3.8908 -0.6227 0.00
H 2.1406 -2.6325 -0.9032 0.00
H 0.8723 -4.3395 -2.2675 0.00
H 1.2437 -5.0922 -0.7256 0.00
H 2.7136 -6.3475 -1.6092 0.00
C -3.7414 -0.1683 -0.0668 0.00
C -3.3201 1.0927 0.6623 0.00
O -3.4796 2.1033 -0.3081 0.00
H -3.7241 -1.0109 0.6244 0.00
H -2.9971 -0.3375 -0.8450 0.00
H -4.7420 0.0184 -0.4567 0.00
H -2.3406 0.9764 1.1261 0.00
H -3.9593 1.2293 1.5346 0.00
H -4.4013 2.0718 -0.5750 0.00
C -2.5289 4.3204 -2.6591 0.00
C -1.4490 4.5267 -1.5921 0.01
O -1.0545 3.3046 -1.0023 0.02
H -2.1463 3.7227 -3.4864 0.00
H -2.6443 5.2666 -3.1878 0.00
H -3.5008 3.9983 -2.2854 0.00
H -1.7753 5.2295 -0.8254 0.00
H -0.5508 5.0109 -1.9752 0.00
H -1.8716 2.8006 -1.0049 0.01
C -1.8267 -0.6799 3.4874 0.17
C -1.3855 -2.1659 3.2263 0.08
O -1.5781 -2.4304 1.8455 0.71
H -1.1253 0.0385 3.0629 0.00
H -1.9278 -0.5767 4.5678 0.01
H -2.7738 -0.4671 2.9916 0.01
H -1.9387 -2.8802 3.8361 0.01
H -0.3465 -2.3401 3.5059 0.01
H -0.8229 -2.0255 1.4127 -0.02
C -1.4355 -2.5866 -3.9532 0.00
C -0.7807 -1.8662 -2.7967 0.00
O -0.5682 -0.5583 -3.2189 0.00
H -1.8135 -3.5529 -3.6192 0.00
H -0.8394 -2.7490 -4.8512 0.00
H -2.2652 -1.9863 -4.3264 0.00
H 0.2096 -2.2519 -2.5546 0.00
H -1.3399 -1.8852 -1.8613 0.00
H -0.2978 -0.0270 -2.4664 0.00
C 2.3863 -2.5401 2.7216 0.00
C 3.3475 -1.8293 1.7425 0.00
O 4.4956 -1.4714 2.4024 0.00
H 2.1683 -1.9713 3.6255 0.00
H 2.8131 -3.4873 3.0512 0.00
H 1.4053 -2.7726 2.3072 0.00
H 2.8407 -0.9584 1.3269 0.00
H 3.5808 -2.5243 0.9358 0.00
H 5.1357 -2.1617 2.2143 0.00
C 1.1482 2.9876 -4.1761 0.00
C 2.1120 2.9478 -3.0127 0.00
O 1.6280 3.7946 -1.9978 0.01
H 1.3817 2.3491 -5.0281 0.00
H 1.1232 4.0119 -4.5478 0.00
H 0.1242 2.8242 -3.8402 0.00
H 3.0508 3.2816 -3.4547 0.00
H 2.2080 1.9174 -2.6704 0.00
H 1.9028 4.6795 -2.2487 0.00
```

Computed properties:
⟨S²⟩	12.01
frontier orbital gap (alpha / beta)	6.94 / 2.68	eV
total charge	+2
E_tot	-2670.9233	a.u.
spin multiplicity	7
highest occupied orbital energy (alpha / beta)	-0.518 / -0.518	Ha
maximum force	5.11	eV Å⁻¹

---

No. 5
# CH2FPSi

A 2-piece molecular cluster, CH2FPSi overall in a non-equilibrium geometry (the ωB97M-V functional and the def2-TZVPD basis, the Open Molecules 2025 dataset).

```
6
Properties=species:S:1:pos:R:3:nbo_charge:R:1
C 0.4913 -2.4619 -0.8874 -0.08
F 1.7760 -2.6287 -0.8425 -0.28
Si -0.0100 1.9156 0.8362 0.59
P -1.0082 -2.1119 -1.0479 0.36
H -1.3648 1.8565 1.1153 -0.30
H 0.1157 3.4304 0.8263 -0.28
```

Computed properties:
frontier orbital gap	7.61	eV
E_tot	-769.8233	a.u.
relative energy (zero: lowest compared OMol25 entry of this formula, charge and spin)	68.9	kcal per mole
spin multiplicity	1
highest occupied orbital energy	-0.319	Ha
maximum force	3.04	eV Å⁻¹

---

No. 6
# C4H6F4NO

A 2-piece molecular cluster, C4H6F4NO overall in a non-equilibrium geometry (the ωB97M-V functional and the def2-TZVPD basis, the Open Molecules 2025 dataset).

```
16
Properties=species:S:1:pos:R:3:nbo_charge:R:1
C -1.6590 -1.1723 -0.0190 -0.71
C 1.2698 0.3204 -1.2057 -0.42
C -1.4308 0.2378 0.3936 0.35
C 1.0929 0.3562 1.1356 0.89
N 1.7200 0.7859 0.0713 -0.11
O 2.2283 1.9872 0.0918 -0.69
F -1.9581 1.1273 -0.5312 -0.41
F -1.9910 0.5046 1.6433 -0.42
F 1.2788 0.9360 2.3163 -0.31
F 0.9940 -0.9630 1.4013 -0.35
H -1.0709 -1.7674 0.5622 0.22
H -2.7517 -1.4436 -0.0991 0.16
H -1.3212 -1.2418 -1.0835 0.20
H 1.5337 1.0530 -1.9967 0.23
H 1.8017 -0.7107 -1.5104 0.16
H 0.2637 -0.0097 -1.1697 0.22
```

Computed properties:
frontier orbital gap (alpha / beta)	6.17 / 6.17	eV
total charge	-1
E_tot	-685.3308	a.u.
relative energy (zero: lowest compared OMol25 entry of this formula, charge and spin)	47.9	kcal per mole
spin multiplicity	1
highest occupied orbital energy (alpha / beta)	-0.080 / -0.080	Ha
maximum force	4.40	eV Å⁻¹

---

No. 7
# C4H4O5Y

C4H4O5Y as an isolated structure in a non-equilibrium geometry (the ωB97M-V functional and the def2-TZVPD basis, the Open Molecules 2025 dataset).

```
14
Properties=species:S:1:pos:R:3:nbo_charge:R:1
O -1.2457 -1.0106 0.1911 -0.43
C -0.8908 0.2637 -0.0867 0.99
C -0.2764 -1.9753 0.2613 0.21
O 0.2094 0.5383 -0.6274 -0.79
O 0.6095 -1.5341 1.3943 -0.34
C 1.7037 -2.1132 1.4656 0.44
H 0.3730 -1.9886 -0.6197 0.22
H -0.7431 -2.9329 0.5138 0.28
H 2.1889 -2.5817 0.5981 0.22
H 2.2038 -2.0832 2.4405 0.25
Y -0.6434 2.7821 -1.0877 2.60
O -1.7841 1.1331 0.0552 -0.76
C -0.8035 5.2286 -2.0573 0.30
O -0.9012 6.2737 -2.4411 -0.19
```

Computed properties:
frontier orbital gap	9.32	eV
total charge	+3
E_tot	-568.1485	a.u.
relative energy (zero: lowest compared OMol25 entry of this formula, charge and spin)	0.0	kcal per mole
spin multiplicity	1
highest occupied orbital energy	-0.873	Ha
maximum force	3.29	eV Å⁻¹